This record from the OMol25 dataset describes C28H19BrFIO5Si2 as an isolated structure at a distorted geometry. The level of theory is ωB97M-V/def2-TZVPD.

The maximum force is 3.05 eV/Å. The value obtained for the orbital gap is 8.7135 eV.

The geometry in XYZ format:
```
57
C28H19BrFIO5Si2 ωB97M-V/def2-TZVPD
F 2.23488 3.15852 5.78447
Si 0.78833 3.61558 5.09325
I 0.85997 5.90550 4.10553
O 0.17806 2.51953 3.93981
Si 1.35386 1.83299 2.87767
Br 3.20582 3.11335 2.58183
H -0.22037 3.70174 6.16206
H 1.65635 0.49395 3.41841
H 0.68129 1.70813 1.56848
C -5.05576 -3.00006 -0.15966
C -6.25793 -2.55602 -0.70370
C -6.57620 -1.20555 -0.67921
C -5.69768 -0.29392 -0.09921
C -4.50351 -0.74219 0.46742
C -4.18017 -2.09653 0.42531
C -3.58010 0.20944 1.13183
O -2.53562 -0.18035 1.62239
C -3.95583 1.64223 1.19444
C -3.12829 2.53968 1.86393
C -3.46205 3.88548 1.91670
C -4.61963 4.34355 1.29360
C -5.45153 3.45206 0.63030
C -5.12678 2.09769 0.58686
C -6.03983 1.14923 -0.09481
O -7.05421 1.54590 -0.63646
H -4.80462 -4.05358 -0.18758
H -6.94610 -3.26428 -1.14908
H -7.50971 -0.86329 -1.10802
H -3.24866 -2.44642 0.85220
H -2.22423 2.19009 2.34793
H -2.81688 4.57955 2.44255
H -4.87502 5.39580 1.32916
H -6.35378 3.81041 0.15074
C 1.11908 -2.37477 -0.30767
C 1.23383 -0.99490 -0.16177
C 2.32192 -0.32566 -0.70378
C 3.30724 -1.03623 -1.38482
C 3.20423 -2.42225 -1.51048
C 2.10146 -3.08798 -0.97961
C 4.26928 -3.19912 -2.19044
O 4.17823 -4.40684 -2.30380
C 5.45075 -2.47753 -2.72175
C 6.48665 -3.19742 -3.31255
C 7.59081 -2.53064 -3.82473
C 7.66128 -1.14174 -3.75741
C 6.63451 -0.42058 -3.16504
C 5.53099 -1.08693 -2.63717
C 4.45648 -0.30867 -1.97531
O 4.51856 0.90466 -1.91255
H 0.26436 -2.89439 0.10856
H 0.47154 -0.44110 0.37395
H 2.40512 0.74896 -0.59268
H 2.01165 -4.16171 -1.08655
H 6.43474 -4.27750 -3.37005
H 8.39763 -3.09297 -4.27921
H 8.52054 -0.62201 -4.16397
H 6.69501 0.65915 -3.11031
```